# 1
Here is a cluster of 3 separate species, C25H32F10N6O4PS in total from the Open Molecules 2025 dataset. Energies are from ωB97M-V/def2-TZVPD.

Each line ends with the Löwdin charge.
Atoms and positions in Å:
N: -3.69 -1.02 -5.10  -0.107
P: -2.41 -0.98 -4.28  0.499
O: -1.09 -1.38 -5.09  -0.093
O: -2.48 -1.91 -3.02  -0.071
N: -2.05 0.65 -3.62  0.086
C: -2.76 1.74 -3.99  -0.210
F: -3.70 1.61 -4.88  0.157
C: -2.53 3.01 -3.47  -0.140
N: -3.29 4.14 -3.91  0.137
C: -1.51 3.16 -2.55  0.034
C: -1.30 4.54 -2.02  -0.524
O: -2.16 5.07 -1.41  0.177
O: -0.12 5.10 -2.26  0.169
C: -0.76 2.05 -2.14  -0.051
C: 0.32 2.22 -1.10  -0.107
C: -0.20 2.73 0.24  -0.169
C: 0.79 2.38 1.37  -0.174
C: 0.58 3.36 2.55  -0.062
C: 0.70 2.74 3.93  -0.455
F: 1.58 3.50 4.65  0.104
F: 1.24 1.50 3.91  0.122
C: -0.58 2.77 4.80  -0.453
F: -0.93 4.05 4.97  0.136
F: -0.30 2.29 6.01  0.150
S: -2.10 1.86 4.14  0.766
F: -1.82 0.62 5.07  -0.116
F: -2.96 2.52 5.29  -0.113
F: -2.43 3.08 3.19  -0.128
F: -1.26 1.17 2.99  -0.130
F: -3.39 1.14 3.60  -0.105
C: -1.03 0.82 -2.71  -0.080
C: -0.22 -0.36 -2.28  -0.309
C: 0.89 -0.73 -3.00  -0.017
C: 1.65 -1.83 -2.61  -0.009
C: 1.25 -2.50 -1.47  -0.035
C: 0.14 -2.01 -0.81  -0.125
N: -0.62 -0.99 -1.17  0.122
H: -3.58 -1.29 -6.07  0.015
H: -1.22 -1.00 -5.96  0.098
H: -2.40 -1.43 -2.18  0.081
H: -3.50 4.01 -4.89  0.103
H: -4.19 4.12 -3.44  0.122
H: -0.12 5.91 -1.74  0.157
H: 1.02 2.96 -1.50  0.135
H: 0.90 1.32 -0.96  0.103
H: -0.31 3.81 0.24  0.105
H: -1.18 2.34 0.48  0.128
H: 0.60 1.36 1.64  0.101
H: 1.79 2.52 0.99  0.095
H: -0.35 3.91 2.44  0.111
H: 1.35 4.12 2.47  0.136
H: 1.16 -0.18 -3.89  0.128
H: 2.52 -2.13 -3.17  0.120
H: 1.79 -3.35 -1.11  0.111
H: -0.15 -2.53 0.10  0.115
C: -0.09 -6.42 1.04  -0.107
C: -1.59 -6.38 0.81  -0.257
C: -1.99 -6.66 -0.64  -0.180
C: -1.41 -5.67 -1.55  -0.222
N: -0.96 -4.89 -2.25  0.166
H: 0.43 -5.66 0.45  0.057
H: 0.15 -6.25 2.09  0.075
H: 0.32 -7.40 0.76  0.081
H: -1.97 -5.40 1.11  0.108
H: -2.08 -7.11 1.46  0.111
H: -3.08 -6.63 -0.75  0.121
H: -1.65 -7.65 -0.95  0.124
C: 4.22 -1.06 3.69  -0.107
C: 5.46 -0.98 2.81  -0.256
C: 5.54 0.33 2.01  -0.178
C: 4.39 0.48 1.13  -0.219
N: 3.49 0.59 0.43  0.161
H: 3.30 -1.03 3.10  0.065
H: 4.21 -1.99 4.26  0.075
H: 4.19 -0.23 4.40  0.079
H: 5.46 -1.82 2.11  0.111
H: 6.35 -1.07 3.43  0.111
H: 6.44 0.36 1.41  0.121
H: 5.57 1.18 2.69  0.124

Kohn-Sham gap ... 8.4646 eV
Net charge ... +1
E_HOMO ... -12.67 eV
LUMO energy ... -4.2008 eV

# 2
Here is a structure of composition C25H32F5Ge2N4STi from the Open Molecules 2025 dataset. Energies are from ωB97M-V/def2-TZVPD.

Each line ends with the Löwdin charge.
Atoms and positions in Å:
Ti: -0.14 -0.29 -0.02  0.837
C: -3.54 -4.03 0.74  -0.125
C: -2.94 -2.64 0.54  -0.314
Ge: -1.05 -2.85 -0.14  0.981
C: -0.74 -3.31 -2.08  -0.313
C: -1.05 -4.80 -2.28  -0.125
C: -0.14 -4.17 0.97  -0.223
C: 0.89 -3.82 1.75  -0.338
Ge: 1.32 -1.89 1.60  1.039
C: 0.58 -0.73 3.11  -0.322
C: 1.40 -0.98 4.38  -0.120
C: 2.88 -1.45 0.37  -0.322
C: 4.19 -1.86 1.04  -0.120
C: 1.69 -4.66 2.64  -0.249
C: 1.46 -6.03 2.80  -0.006
C: 2.25 -6.77 3.66  -0.032
C: 3.28 -6.17 4.37  -0.027
C: 3.53 -4.81 4.22  -0.039
C: 2.74 -4.07 3.36  -0.085
H: -4.54 -3.91 1.16  0.100
H: -2.96 -4.64 1.44  0.076
H: -3.64 -4.58 -0.20  0.076
H: -2.92 -2.08 1.47  0.069
H: -3.50 -2.07 -0.20  0.058
H: 0.29 -3.09 -2.33  0.070
H: -1.40 -2.69 -2.69  0.056
H: -0.45 -5.44 -1.63  0.076
H: -0.81 -5.06 -3.31  0.100
H: -2.10 -5.02 -2.11  0.076
H: -0.50 -5.19 0.94  0.078
H: -0.46 -1.04 3.24  0.079
H: 0.62 0.32 2.83  -0.003
H: 1.39 -2.03 4.67  0.075
H: 0.93 -0.42 5.20  0.104
H: 2.43 -0.64 4.29  0.087
H: 2.88 -0.39 0.13  -0.003
H: 2.71 -2.03 -0.54  0.079
H: 4.40 -1.26 1.93  0.087
H: 5.01 -1.69 0.33  0.103
H: 4.20 -2.91 1.31  0.075
H: 0.66 -6.51 2.25  0.116
H: 2.06 -7.83 3.77  0.125
H: 3.89 -6.76 5.03  0.125
H: 4.33 -4.34 4.77  0.122
H: 2.92 -3.00 3.23  0.065
C: -0.02 6.26 -1.66  0.032
C: 0.64 5.23 -0.84  -0.268
N: 1.66 5.42 -0.06  0.185
N: 1.93 4.22 0.48  0.071
C: 1.11 3.26 0.07  -0.611
S: 1.24 1.63 0.62  0.763
N: 0.27 3.89 -0.78  -0.074
N: -0.76 3.26 -1.45  0.145
H: 0.48 7.21 -1.50  0.111
H: -1.07 6.37 -1.39  0.104
H: 0.03 6.02 -2.72  0.104
H: 2.70 4.14 1.14  0.187
H: -0.62 3.39 -2.45  0.128
H: -1.63 3.71 -1.20  0.129
F: -0.04 -0.39 -2.94  0.100
C: -1.33 -0.10 -2.66  -0.237
C: -1.57 0.03 -1.31  -0.211
C: -2.84 0.37 -0.86  -0.236
F: -2.91 0.51 0.47  0.102
C: -3.89 0.52 -1.74  -0.125
F: -5.10 0.83 -1.34  0.199
C: -3.61 0.34 -3.11  -0.077
F: -4.58 0.47 -3.96  0.234
C: -2.33 0.05 -3.59  -0.124
F: -2.12 -0.07 -4.88  0.199

Energy relative to the best compared isomer or geometry (same formula, charge and spin) ... 235.7 kJ/mol
Kohn-Sham gap (spin up / spin down) ... 4.4113 / 4.4042 eV
Net charge ... +3
E_HOMO (spin up / spin down) ... -15.93 / -15.93 eV
LUMO energy (spin up / spin down) ... -11.5204 / -11.5275 eV

# 3
Here is a structure of composition C25H32FNiO2 from the Open Molecules 2025 dataset. Energies are from ωB97M-V/def2-TZVPD.

Each line ends with the Löwdin charge.
Atoms and positions in Å:
O: -0.48 -0.71 -2.20  -0.127
C: -0.81 0.43 -3.12  -0.141
C: -0.33 -0.27 -4.38  -0.078
H: -0.22 1.33 -2.91  0.085
H: -1.88 0.62 -3.08  0.128
C: -0.22 -1.48 -3.43  -0.578
H: 0.63 0.14 -4.73  0.119
H: -1.07 -0.32 -5.18  0.112
C: 1.12 -2.17 -3.39  -0.018
H: 1.91 -1.53 -2.98  0.091
H: 1.42 -2.48 -4.41  0.089
H: 1.06 -3.08 -2.78  0.081
C: -1.38 -2.43 -3.68  -0.024
H: -2.31 -1.86 -3.71  0.090
H: -1.45 -3.18 -2.90  0.086
H: -1.25 -2.93 -4.65  0.089
Ni: -0.33 -0.85 1.45  0.420
C: -2.83 -1.47 2.68  -0.143
C: -1.87 -0.42 2.78  -0.206
C: -1.86 0.30 1.49  -0.262
H: -1.47 -0.05 3.72  0.074
C: -2.76 -0.45 0.62  -0.129
C: -3.36 -1.48 1.37  -0.175
H: -4.14 -2.15 1.03  0.070
H: -3.14 -2.11 3.51  0.083
H: -1.59 1.34 1.40  0.086
H: -2.96 -0.19 -0.42  0.079
C: 0.22 -2.73 2.43  -0.141
C: -0.50 -3.04 1.26  -0.156
C: 0.13 -2.39 0.15  -0.156
H: -1.34 -3.72 1.17  0.104
C: 1.31 -1.71 0.64  -0.176
C: 1.33 -1.90 2.06  -0.189
H: 2.11 -1.55 2.73  0.104
H: 0.02 -3.12 3.43  0.107
H: -0.16 -2.46 -0.89  0.075
H: 2.09 -1.29 0.04  0.090
O: 2.14 2.05 -2.07  -0.153
C: 1.52 1.31 -1.00  -0.185
C: 0.15 1.96 -0.63  -0.162
H: 2.23 1.29 -0.15  0.099
H: 1.40 0.25 -1.31  0.086
C: 0.13 3.29 -1.40  -0.151
H: 0.01 2.05 0.45  0.068
H: -0.64 1.29 -0.99  0.078
C: 1.40 3.29 -2.26  -0.200
H: 0.17 4.11 -0.67  0.105
H: -0.76 3.39 -2.01  0.102
H: 2.07 4.14 -2.03  0.109
H: 1.18 3.38 -3.33  0.103
F: 2.17 3.58 5.41  -0.014
C: 1.72 2.59 4.55  -0.299
C: 1.81 2.82 3.18  -0.023
C: 1.44 1.76 2.32  -0.128
C: 0.78 0.65 2.80  -0.147
C: 0.76 0.42 4.17  -0.144
C: 1.25 1.40 5.07  -0.037
H: 2.15 3.76 2.76  0.098
H: 1.70 1.84 1.27  0.042
H: 0.33 -0.49 4.59  0.089
H: 1.23 1.22 6.16  0.103

Energy relative to the best compared isomer or geometry (same formula, charge and spin) ... 45.2 kJ/mol
Expectation value of S² ... 2.0306
Multiplicity ... 3
Kohn-Sham gap (spin up / spin down) ... 5.1542 / 6.5475 eV
Net charge ... -1
E_HOMO (spin up / spin down) ... -2.53 / -3.93 eV
LUMO energy (spin up / spin down) ... 2.6210 / 2.6193 eV

> Which formula does entry 2 have?

C25H32F5Ge2N4STi

> Which of these has the lowest net charge?

C25H32FNiO2

> Among the records above, which one has the highest net charge?

C25H32F5Ge2N4STi

Copy entry 2 word for word.
Here is a structure of composition C25H32F5Ge2N4STi from the Open Molecules 2025 dataset. Energies are from ωB97M-V/def2-TZVPD.

Each line ends with the Löwdin charge.
Atoms and positions in Å:
Ti: -0.14 -0.29 -0.02  0.837
C: -3.54 -4.03 0.74  -0.125
C: -2.94 -2.64 0.54  -0.314
Ge: -1.05 -2.85 -0.14  0.981
C: -0.74 -3.31 -2.08  -0.313
C: -1.05 -4.80 -2.28  -0.125
C: -0.14 -4.17 0.97  -0.223
C: 0.89 -3.82 1.75  -0.338
Ge: 1.32 -1.89 1.60  1.039
C: 0.58 -0.73 3.11  -0.322
C: 1.40 -0.98 4.38  -0.120
C: 2.88 -1.45 0.37  -0.322
C: 4.19 -1.86 1.04  -0.120
C: 1.69 -4.66 2.64  -0.249
C: 1.46 -6.03 2.80  -0.006
C: 2.25 -6.77 3.66  -0.032
C: 3.28 -6.17 4.37  -0.027
C: 3.53 -4.81 4.22  -0.039
C: 2.74 -4.07 3.36  -0.085
H: -4.54 -3.91 1.16  0.100
H: -2.96 -4.64 1.44  0.076
H: -3.64 -4.58 -0.20  0.076
H: -2.92 -2.08 1.47  0.069
H: -3.50 -2.07 -0.20  0.058
H: 0.29 -3.09 -2.33  0.070
H: -1.40 -2.69 -2.69  0.056
H: -0.45 -5.44 -1.63  0.076
H: -0.81 -5.06 -3.31  0.100
H: -2.10 -5.02 -2.11  0.076
H: -0.50 -5.19 0.94  0.078
H: -0.46 -1.04 3.24  0.079
H: 0.62 0.32 2.83  -0.003
H: 1.39 -2.03 4.67  0.075
H: 0.93 -0.42 5.20  0.104
H: 2.43 -0.64 4.29  0.087
H: 2.88 -0.39 0.13  -0.003
H: 2.71 -2.03 -0.54  0.079
H: 4.40 -1.26 1.93  0.087
H: 5.01 -1.69 0.33  0.103
H: 4.20 -2.91 1.31  0.075
H: 0.66 -6.51 2.25  0.116
H: 2.06 -7.83 3.77  0.125
H: 3.89 -6.76 5.03  0.125
H: 4.33 -4.34 4.77  0.122
H: 2.92 -3.00 3.23  0.065
C: -0.02 6.26 -1.66  0.032
C: 0.64 5.23 -0.84  -0.268
N: 1.66 5.42 -0.06  0.185
N: 1.93 4.22 0.48  0.071
C: 1.11 3.26 0.07  -0.611
S: 1.24 1.63 0.62  0.763
N: 0.27 3.89 -0.78  -0.074
N: -0.76 3.26 -1.45  0.145
H: 0.48 7.21 -1.50  0.111
H: -1.07 6.37 -1.39  0.104
H: 0.03 6.02 -2.72  0.104
H: 2.70 4.14 1.14  0.187
H: -0.62 3.39 -2.45  0.128
H: -1.63 3.71 -1.20  0.129
F: -0.04 -0.39 -2.94  0.100
C: -1.33 -0.10 -2.66  -0.237
C: -1.57 0.03 -1.31  -0.211
C: -2.84 0.37 -0.86  -0.236
F: -2.91 0.51 0.47  0.102
C: -3.89 0.52 -1.74  -0.125
F: -5.10 0.83 -1.34  0.199
C: -3.61 0.34 -3.11  -0.077
F: -4.58 0.47 -3.96  0.234
C: -2.33 0.05 -3.59  -0.124
F: -2.12 -0.07 -4.88  0.199

Energy relative to the best compared isomer or geometry (same formula, charge and spin) ... 235.7 kJ/mol
Kohn-Sham gap (spin up / spin down) ... 4.4113 / 4.4042 eV
Net charge ... +3
E_HOMO (spin up / spin down) ... -15.93 / -15.93 eV
LUMO energy (spin up / spin down) ... -11.5204 / -11.5275 eV